{"formula": "C36H88N8O4", "method": "ωB97M-V/def2-TZVPD", "de_lowest_kcal_mol": 21.26, "fmax_ha_per_bohr": 0.0161, "smiles": "NC(N)(N)C[C@@H](CC(=O)O)OC=O.CCN(CC)CC.CCN(CC)CC.CCN(CC)CC.CCN(CC)CC.CCN(CC)CC", "gap_ev": 8.23, "charge": 0, "symbols": ["N", "C", "N", "N", "C", "C", "C", "C", "O", "O", "O", "C", "O", "H", "H", "H", "H", "H", "H", "H", "H", "H", "H", "H", "H", "H", "C", "C", "N", "C", "C", "C", "C", "H", "H", "H", "H", "H", "H", "H", "H", "H", "H", "H", "H", "H", "H", "H", "C", "C", "N", "C", "C", "C", "C", "H", "H", "H", "H", "H", "H", "H", "H", "H", "H", "H", "H", "H", "H", "H", "C", "C", "N", "C", "C", "C", "C", "H", "H", "H", "H", "H", "H", "H", "H", "H", "H", "H", "H", "H", "H", "H", "C", "C", "N", "C", "C", "C", "C", "H", "H", "H", "H", "H", "H", "H", "H", "H", "H", "H", "H", "H", "H", "H", "C", "C", "N", "C", "C", "C", "C", "H", "H", "H", "H", "H", "H", "H", "H", "H", "H", "H", "H", "H", "H", "H"], "coordinates": [[-1.535898, 0.758778, -4.005614], [-1.609494, -0.533070, -4.646633], [-1.629555, -1.521815, -3.587004], [-0.365779, -0.660580, -5.441176], [-2.848028, -0.713976, -5.560568], [-4.257927, -0.623706, -4.960706], [-4.745358, -1.711596, -3.970043], [-4.732823, -1.320384, -2.501850], [-5.536347, -0.550809, -2.048652], [-3.835516, -1.983410, -1.717212], [-4.436302, 0.675394, -4.366404], [-4.875861, 1.640830, -5.190974], [-4.492800, 2.775470, -5.133663], [-2.409886, 1.019991, -3.574736], [-1.189537, 1.494055, -4.603457], [-1.592661, -2.461903, -3.968316], [-0.793375, -1.377717, -3.026584], [-0.351235, -1.594779, -5.843869], [-0.392139, -0.029089, -6.239445], [-2.778844, 0.100518, -6.295178], [-2.773203, -1.651794, -6.124107], [-4.945348, -0.698333, -5.816652], [-4.205215, -2.646576, -4.129103], [-5.801160, -1.892407, -4.198932], [-3.009179, -1.478321, -1.662699], [-5.632762, 1.310702, -5.921975], [1.903184, 0.175570, -2.469977], [2.796308, -0.743818, -1.654584], [2.466547, -2.144772, -1.857503], [3.077879, -3.036946, -0.889327], [4.607155, -3.150414, -0.875865], [2.476399, -2.594249, -3.239832], [3.769070, -2.410490, -4.043380], [0.852166, -0.052244, -2.288700], [2.073279, 1.217487, -2.195310], [2.086552, 0.082489, -3.540424], [2.654933, -0.528429, -0.591983], [3.850356, -0.512490, -1.878870], [2.647542, -4.032408, -1.030298], [2.749040, -2.708824, 0.101615], [4.985470, -3.704281, -1.734678], [4.926464, -3.684528, 0.021229], [5.086224, -2.170756, -0.860999], [1.672510, -2.075842, -3.770609], [2.194432, -3.650778, -3.245616], [4.177767, -1.404955, -3.931475], [3.565227, -2.563153, -5.105732], [4.539039, -3.126458, -3.757305], [-1.589446, 2.239418, 3.770749], [-1.804279, 2.484184, 2.285089], [-1.948492, 1.260626, 1.520455], [-1.846723, 1.454140, 0.086748], [-2.916690, 2.305706, -0.606349], [-2.997822, 0.363052, 1.973634], [-4.429522, 0.909346, 2.045079], [-0.753973, 1.557244, 3.935582], [-1.362110, 3.184854, 4.267544], [-2.474867, 1.823988, 4.254176], [-0.929777, 3.013059, 1.895044], [-2.660268, 3.166947, 2.159083], [-1.816328, 0.464096, -0.380782], [-0.867405, 1.900037, -0.114620], [-3.876035, 1.791509, -0.665124], [-2.600913, 2.519417, -1.630137], [-3.071059, 3.263610, -0.108703], [-2.720395, 0.001788, 2.967166], [-2.983051, -0.523759, 1.334632], [-4.468859, 1.883111, 2.536739], [-5.052584, 0.226051, 2.625522], [-4.887454, 1.004807, 1.061778], [2.046559, 7.979285, 7.464757], [1.660268, 7.711417, 6.017883], [1.558437, 6.296414, 5.711544], [1.504022, 6.013458, 4.288330], [0.297433, 6.532390, 3.496716], [0.647290, 5.536988, 6.551697], [-0.818515, 5.986204, 6.609897], [2.949471, 7.427916, 7.729844], [2.240473, 9.043417, 7.604324], [1.255262, 7.698370, 8.160570], [2.435365, 8.125662, 5.367458], [0.736717, 8.267355, 5.788816], [1.580728, 4.930614, 4.155836], [2.412372, 6.429805, 3.841445], [-0.607836, 5.968477, 3.719050], [0.486919, 6.429208, 2.426283], [0.102925, 7.587424, 3.691922], [1.046813, 5.539274, 7.568796], [0.692756, 4.493529, 6.229636], [-0.911121, 7.062364, 6.763134], [-1.322168, 5.494616, 7.444586], [-1.364085, 5.725130, 5.704226], [-6.174300, -1.330189, 8.826238], [-5.390117, -1.903740, 7.655559], [-5.576332, -1.152926, 6.428073], [-5.102693, -1.843254, 5.242430], [-3.601658, -2.129776, 5.125207], [-5.265139, 0.264791, 6.504304], [-3.856932, 0.668556, 6.961009], [-7.226167, -1.212362, 8.563141], [-6.107398, -2.003952, 9.681274], [-5.788682, -0.360881, 9.144181], [-5.740982, -2.921723, 7.465628], [-4.330964, -1.992648, 7.947389], [-5.424786, -1.267437, 4.370922], [-5.641080, -2.794399, 5.182226], [-3.028324, -1.224307, 4.929782], [-3.422729, -2.811797, 4.291399], [-3.202594, -2.602550, 6.023476], [-5.987973, 0.733438, 7.176862], [-5.465633, 0.697853, 5.520705], [-3.552147, 0.130445, 7.859922], [-3.840635, 1.734398, 7.198092], [-3.104442, 0.495325, 6.193032], [5.518828, -3.190482, -7.735386], [6.475531, -3.526493, -6.601285], [6.518846, -4.944197, -6.296159], [7.162703, -5.245263, -5.030249], [8.651662, -4.913327, -4.877809], [6.850507, -5.816478, -7.409655], [8.172966, -5.569827, -8.146768], [4.530270, -3.609117, -7.540099], [5.421438, -2.107907, -7.826598], [5.868610, -3.568839, -8.696667], [6.132072, -3.011986, -5.699941], [7.466997, -3.106989, -6.836805], [7.008913, -6.307045, -4.819035], [6.610731, -4.705142, -4.253720], [9.284729, -5.595355, -5.444027], [8.939377, -4.998764, -3.828156], [8.874703, -3.894200, -5.195581], [6.038296, -5.755097, -8.138485], [6.827192, -6.844581, -7.040119], [8.310239, -4.515536, -8.391328], [8.176900, -6.125195, -9.086622], [9.036852, -5.898771, -7.571237]], "forces_ev_per_a": [[0.183, -0.173, 0.360], [0.292, 0.159, -0.166], [0.039, 0.104, 0.014], [-0.407, -0.174, -0.104], [0.002, 0.155, 0.134], [-0.344, -0.156, -0.069], [-0.059, -0.030, -0.172], [-0.357, 0.391, 0.158], [0.422, -0.364, -0.161], [-0.065, 0.098, 0.267], [0.130, -0.083, -0.109], [0.210, 0.783, -0.160], [-0.256, -0.574, 0.193], [-0.069, 0.155, -0.145], [-0.106, -0.010, -0.070], [-0.048, -0.021, 0.082], [0.034, -0.067, -0.048], [0.120, 0.047, 0.037], [0.035, 0.046, 0.089], [-0.051, -0.182, -0.018], [-0.013, -0.004, 0.122], [0.131, 0.106, 0.050], [0.041, 0.174, 0.035], [0.147, 0.012, 0.060], [0.014, -0.194, -0.284], [0.064, -0.194, 0.016], [0.013, 0.043, 0.018], [-0.020, 0.049, -0.049], [-0.022, -0.032, 0.026], [0.007, -0.061, 0.108], [-0.003, -0.050, 0.012], [-0.069, -0.005, -0.139], [0.002, -0.083, -0.059], [-0.009, 0.055, -0.016], [0.018, -0.008, 0.021], [-0.045, 0.013, -0.017], [0.013, -0.043, 0.016], [-0.005, -0.016, 0.007], [-0.002, 0.004, -0.042], [0.006, 0.050, -0.015], [0.001, 0.032, -0.019], [-0.006, -0.002, 0.000], [-0.008, 0.011, -0.006], [0.025, 0.055, 0.023], [0.042, -0.018, 0.055], [-0.017, 0.012, 0.011], [-0.004, -0.005, 0.000], [0.021, 0.041, 0.033], [0.007, 0.045, 0.036], [-0.023, 0.058, 0.046], [0.052, -0.060, 0.017], [0.055, 0.038, -0.142], [-0.035, -0.112, -0.123], [-0.112, -0.092, 0.119], [-0.016, -0.042, -0.040], [-0.012, -0.028, -0.018], [-0.004, -0.002, 0.017], [-0.007, 0.001, -0.009], [-0.020, -0.010, -0.079], [0.023, 0.023, 0.014], [-0.028, -0.006, 0.010], [0.005, 0.027, 0.052], [-0.005, 0.016, 0.025], [0.003, 0.019, 0.007], [0.033, -0.003, 0.038], [0.020, 0.035, 0.009], [0.023, 0.043, -0.066], [0.016, 0.002, 0.019], [0.002, -0.010, -0.005], [0.019, 0.039, -0.001], [0.008, 0.025, -0.006], [-0.014, 0.035, 0.052], [0.002, -0.026, -0.026], [0.051, -0.011, -0.114], [-0.003, -0.084, -0.055], [-0.045, -0.054, 0.114], [-0.024, -0.080, -0.007], [-0.006, -0.022, -0.001], [-0.004, 0.003, 0.002], [-0.004, -0.005, 0.001], [-0.015, -0.015, -0.040], [0.011, 0.007, 0.002], [-0.036, -0.010, 0.045], [0.000, 0.047, 0.041], [-0.024, 0.037, 0.021], [0.016, -0.010, 0.004], [0.005, 0.004, 0.026], [0.014, 0.047, -0.007], [0.007, 0.014, -0.061], [0.026, 0.009, 0.005], [0.016, -0.013, 0.002], [-0.006, 0.059, -0.018], [0.002, -0.023, 0.015], [0.015, 0.013, 0.055], [0.003, 0.013, -0.023], [-0.022, -0.092, -0.097], [0.009, -0.003, -0.074], [-0.013, 0.130, 0.034], [-0.011, 0.044, -0.038], [0.000, 0.016, -0.017], [0.004, 0.001, 0.004], [0.001, 0.007, -0.005], [0.023, -0.009, -0.039], [-0.008, -0.009, 0.005], [0.007, 0.029, 0.015], [0.000, -0.005, 0.069], [0.020, -0.004, 0.048], [-0.009, 0.011, -0.011], [-0.020, 0.012, 0.025], [-0.002, -0.039, 0.025], [0.023, -0.040, -0.026], [-0.015, -0.003, 0.012], [-0.004, 0.003, -0.009], [0.013, -0.053, 0.028], [0.003, 0.019, -0.002], [-0.017, 0.079, -0.048], [-0.009, 0.000, 0.037], [-0.015, -0.021, 0.125], [0.005, -0.039, 0.029], [-0.015, -0.066, -0.118], [0.002, -0.061, -0.003], [0.005, -0.026, 0.001], [0.002, 0.003, -0.003], [-0.002, -0.009, -0.002], [0.048, -0.029, 0.040], [-0.010, 0.003, -0.004], [0.004, -0.011, -0.041], [-0.006, 0.040, -0.030], [-0.003, 0.023, -0.032], [-0.005, -0.004, 0.002], [-0.010, 0.007, -0.008], [-0.006, 0.046, 0.011], [0.023, 0.011, 0.045], [-0.016, 0.009, -0.002], [-0.003, -0.006, 0.003], [0.005, 0.053, 0.021]]}



{"formula": "C6H6F4", "method": "ωB97M-V/def2-TZVPD", "de_lowest_kcal_mol": 112.87, "fmax_ha_per_bohr": 0.0760, "gap_ev": [7.70, 9.26], "charge": 0, "symbols": ["C", "C", "C", "C", "C", "C", "F", "F", "F", "F", "H", "H", "H", "H", "H", "H"], "coordinates": [[1.619425, 2.667626, -0.886726], [1.571458, 1.995398, 0.184186], [-1.403251, -1.411214, 0.816566], [0.136826, -1.300375, 1.015004], [-1.327969, -0.604797, -0.549240], [0.140227, -0.305705, -0.261973], [-2.189470, -0.745938, 1.800507], [0.900539, -2.439392, 0.970681], [-1.636706, -1.389515, -1.651238], [1.090157, -0.610717, -1.227711], [2.017505, 3.750976, -0.880303], [1.237209, 2.390951, -1.827722], [1.387552, 0.926535, 0.488817], [-1.931942, -2.352291, 0.678596], [0.324121, -0.839308, 2.005528], [-1.935681, 0.267765, -0.674973]], "forces_ev_per_a": [[0.833, 3.732, -0.806], [0.085, -2.541, 2.074], [-1.215, 0.869, -0.791], [-0.448, 1.487, 0.648], [-0.217, 0.131, 0.372], [1.511, -3.543, -0.342], [1.257, -0.316, -0.746], [-0.496, 0.282, -0.538], [0.653, -0.132, 0.404], [-1.339, 0.587, 0.980], [-0.499, -1.682, 0.106], [-0.464, -0.655, -1.152], [0.056, 1.506, 0.076], [0.713, -0.360, -0.119], [0.094, 0.086, -0.607], [-0.523, 0.549, 0.441]]}



{"formula": "C5H10NO2", "method": "ωB97M-V/def2-TZVPD", "de_lowest_kcal_mol": 111.48, "fmax_ha_per_bohr": 0.0827, "gap_ev": 7.66, "charge": -1, "symbols": ["O", "C", "O", "C", "C", "C", "C", "N", "H", "H", "H", "H", "H", "H", "H", "H", "H", "H"], "coordinates": [[-1.238317, 1.428398, -2.255112], [-2.200381, 1.394435, -1.391704], [-2.158543, 1.892844, -0.203502], [2.077691, -1.389739, 0.935712], [0.940918, -0.307252, 0.901937], [-0.317803, -1.090758, 0.869916], [1.172123, 0.601150, -0.257003], [1.777822, -2.673096, 1.336480], [-3.188119, 1.042509, -1.779731], [1.005929, 0.283685, 1.836270], [-0.485330, -1.557431, -0.076896], [-1.146374, -0.437706, 1.175817], [-0.135465, -1.862985, 1.655244], [2.183104, 1.014148, -0.215543], [1.162118, -0.083576, -1.148176], [0.399783, 1.323811, -0.519731], [1.786098, -1.802787, 2.196755], [3.113096, -1.024950, 0.836395]], "forces_ev_per_a": [[-1.992, -0.573, 1.568], [2.298, 2.282, 0.263], [-0.377, -1.451, -2.053], [-1.374, -1.852, 2.117], [1.092, -0.064, 0.178], [-0.941, 0.341, 2.265], [0.481, -0.980, -1.978], [2.217, 3.626, -0.131], [0.122, -0.275, 0.262], [0.028, -0.249, -0.098], [-0.193, -0.273, -0.588], [-0.013, -0.261, -0.471], [-1.004, 0.311, -0.825], [-0.076, 0.382, -0.009], [0.118, 0.641, 0.342], [-0.049, 0.139, 0.505], [-0.401, -1.588, -0.563], [0.064, -0.156, -0.785]]}